Formula: C13H21IMoN5O13P2
Source: the Open Molecules 2025 dataset
Level of theory: the ωB97M-V functional and the def2-TZVPD basis

XYZ file:
```
56
Properties=species:S:1:pos:R:3:lowdin_charge:R:1
N -2.7242 -3.1026 -1.0499 0.06
C -0.7747 1.0493 2.9616 -0.54
C -2.5185 -2.3979 -2.3088 -0.03
H -3.2885 3.6359 0.5790 0.14
C 2.0822 -2.0695 3.0661 0.12
O -1.4896 0.7999 1.8865 -0.20
H -2.2352 2.9715 -2.5876 0.05
O 0.0342 -2.1464 0.0760 -0.17
H 1.4118 1.4794 -4.0830 0.13
H 2.5547 2.9136 0.8688 0.10
C 2.0456 -1.2152 4.1746 -0.26
H 0.7263 2.6475 -3.0291 0.12
N -2.8482 -3.2772 1.2440 0.22
H -2.4227 2.3199 1.3626 0.10
C 1.2297 -1.8029 2.0279 -0.13
P 1.1849 2.3136 -0.7000 0.39
C 1.1343 -0.1544 4.2018 0.10
C -2.5224 2.2178 -0.6428 -0.61
O -0.0010 -0.3193 -1.6606 -0.61
H 2.7556 -2.9142 3.0321 0.15
O 3.0082 -2.2217 -1.6748 -0.06
N 0.3903 -0.7693 2.0494 0.02
H 3.9631 2.4694 -2.0717 0.09
H -2.0838 -1.4227 -2.1142 0.05
C 2.0609 1.4220 -2.0601 -0.56
C 0.3210 0.0264 3.1109 -0.15
C 3.5797 1.4482 -2.0136 -0.09
O 2.2772 3.2350 0.0024 -0.09
H -3.4649 -2.2713 -2.8332 0.09
H -3.4830 3.8588 -1.6755 0.06
O 0.7853 1.2886 0.3663 -0.39
O 1.7206 -3.5624 0.4928 0.10
C -3.0480 2.8856 -1.8749 -0.55
H 2.7874 -0.8493 5.9006 0.13
I -4.5568 1.6599 -2.7521 0.86
O 0.1574 3.1348 -1.3943 -0.27
C 1.0376 -2.5991 0.7679 -0.54
H -1.8284 -2.9667 -2.9282 0.10
H -2.8422 -2.8098 2.1327 0.13
H -3.0681 -4.2563 1.2090 0.12
H 2.6280 -2.8790 -1.0563 0.06
O 2.4389 -1.0019 -1.1525 -0.38
O -0.9674 1.9317 3.7555 0.13
O -2.4385 -1.2887 0.2823 -0.14
N -2.7711 2.7766 0.5219 0.25
N 1.5914 2.1382 -3.3199 0.14
H -2.9077 -4.0911 -1.0939 0.15
O 2.8877 -1.4795 5.1766 0.12
O -1.8663 1.1622 -0.7893 -0.19
H 4.0040 0.8545 -2.8276 0.09
C -2.6553 -2.5304 0.1446 -0.56
H 1.0436 0.5108 5.0514 0.14
Mo -0.6625 -0.2016 0.2759 1.90
H 3.9254 1.0060 -1.0829 0.09
P 1.4250 -0.3817 -2.3109 0.89
H 2.2769 2.8254 -3.6335 0.16
```

Properties
* multiplicity: 3
* HOMO energy (alpha / beta): -0.40614 / -0.42463 Eh
* LUMO (alpha / beta): -2.677 / -3.325 eV
* net charge: +1
* ΔE to the lowest compared entry with this formula, charge and spin: 4.8664 eV
* Kohn-Sham gap (alpha / beta): 8.4 / 8.2 eV